Entry P
Entry from OMol25: one molecule with the formula C8H11P (the ωB97M-V functional and the def2-TZVPD basis).

CARTESIAN COORDINATES (ANGSTROEM)
C: 1.7072 -1.1016 -1.0775
C: 1.1650 -0.7970 0.3183
C: 2.2277 -0.0550 1.1429
C: -0.1650 -0.0839 0.1279
C: -0.5153 0.9839 -0.6758
C: -1.8068 1.5529 -0.6979
C: -2.8667 1.0475 0.0294
C: -2.8163 -0.1333 0.7339
P: -1.4374 -1.1845 0.8717
H: 1.6305 -0.1469 -1.7252
H: 1.0563 -1.9622 -1.5803
H: 2.8229 -1.3244 -0.9103
H: 1.0507 -1.6585 0.8755
H: 2.2403 0.8716 0.7516
H: 3.1523 -0.5697 1.1657
H: 1.9175 -0.1037 2.2086
H: 0.3120 1.3440 -1.2798
H: -1.9180 2.3165 -1.3869
H: -3.9063 1.3871 0.0878
H: -3.8506 -0.3829 1.0204

Results
SMILES: CC(C)c1ccccp1
total charge: 0

Entry Q
Entry from OMol25: one molecule with the formula C8H11P (the ωB97M-V functional and the def2-TZVPD basis).

CARTESIAN COORDINATES (ANGSTROEM)
C: -0.3570 0.2437 -1.7982
C: 0.7848 0.9954 -1.7011
C: 0.9089 1.7650 -0.4743
C: 0.8935 1.0143 0.6078
P: 1.7799 -0.6024 0.3193
C: 0.3915 -1.7665 0.4643
C: -0.7302 -1.0270 1.2081
C: -1.4002 0.0783 0.4199
C: -1.4416 0.4098 -0.8492
H: -0.6546 -0.4011 -2.5321
H: 1.5490 1.1252 -2.4986
H: 0.8452 2.8967 -0.4186
H: 0.9846 1.5140 1.5519
H: 2.3781 -0.8510 1.6216
H: 0.5899 -2.6350 1.1503
H: -0.1384 -2.0495 -0.4112
H: -1.6082 -1.7436 1.3685
H: -0.2768 -0.4695 2.0239
H: -2.0942 0.6008 1.1611
H: -2.4043 0.9024 -1.2134

Results
SMILES: C1=C\C=C/PCC\C=C/1
total charge: 0

Most stable to least stable, the ends of the list are entry P and entry Q.

Entry P
Entry from OMol25: a 2-piece molecular cluster, C4H10N3S overall (the ωB97M-V functional and the def2-TZVPD basis).

CARTESIAN COORDINATES (ANGSTROEM)
C: 0.8034 0.0288 3.5542
C: -0.3164 -0.2159 1.5937
C: -1.5430 0.2197 -1.6639
C: -0.1488 -0.3657 -1.4360
N: 1.9858 0.3527 3.6430
N: -1.4024 -0.7968 1.8123
N: 0.9325 0.2454 -2.2787
S: 0.6381 0.1162 0.2208
H: -0.0487 0.1852 4.1979
H: -1.5022 1.2038 -1.1783
H: -1.6257 0.1231 -2.7379
H: -2.2272 -0.4221 -1.1689
H: -0.2011 -1.3822 -1.6120
H: 2.9342 0.3048 3.2547
H: -2.0006 -1.0083 1.0003
H: 1.2984 1.0423 -1.6046
H: 1.7924 -0.3178 -2.5241
H: 0.6312 0.6867 -3.0724

Results
total charge: +1

Entry Q
Entry from OMol25: a 2-piece molecular cluster, C4H10N3S overall (the ωB97M-V functional and the def2-TZVPD basis).

CARTESIAN COORDINATES (ANGSTROEM)
C: -3.9465 -0.0198 -0.2173
C: 0.9580 -0.4970 -0.3192
C: 2.6371 0.3964 1.2265
C: 3.0754 0.0086 -1.1388
N: -5.0188 0.4640 0.3499
N: 2.0920 -0.1030 -0.0351
N: -0.0285 -1.0454 -0.5484
S: -2.4838 -0.3738 0.6272
H: -3.8048 -0.4558 -1.1523
H: 2.0072 0.0960 2.0872
H: 3.6041 0.0894 1.3257
H: 2.5844 1.4552 1.1200
H: 2.6219 -0.2013 -2.0773
H: 3.8138 0.9295 -0.9841
H: 3.9419 -0.7160 -1.0167
H: -5.8625 0.7004 -0.1343
H: -1.1141 -1.2078 -0.4505
H: -5.0768 0.4805 1.3375

Results
total charge: +1

Most stable to least stable, the ends of the list are entry Q and entry P.